The following is a quantum chemistry calculation of a cluster of 2 separate species, CHNO2S in total, from OMol25.

Results
* gap between HOMO and LUMO (spin up / spin down): 0.2840 / 0.2857 hartree
* HOMO (spin up / spin down): -9.22 / -9.26 eV
* SMILES: N=C=O.O=S

Last columns: bonded neighbours and bond lengths (Å).
Element x y z (Å)
1 C 0.503 -0.893 0.104  N2 1.158, O3 1.165
2 N 1.122 0.030 -0.221  C1 1.158, H6 1.029
3 O -0.279 -1.748 0.233  C1 1.165
4 O -1.111 1.322 0.338  S5 1.498
5 S -2.145 0.667 -0.526  O4 1.498
6 H 1.912 0.621 0.073  N2 1.029